[1]
Formula: C26H55Cl14IP2
Source: the Open Molecules 2025 dataset
Level of theory: ωB97M-V/def2-TZVPD

**F_max**: 0.0132 hartree/bohr
**SMILES**: CCCCCCCCCCCCCCCCP(I)#P(C)CC.ClCCl.ClCCl.ClCCl.ClCCl.ClCCl.ClCCl.ClCCl
**LUMO level**: 0.1 eV
**HOMO**: -8.427 eV

Last column: Mulliken charge in e.
Cartesian coordinates (Å):
C  5.6976  2.4008  -0.5313  -0.370
C  4.9130  1.8864  -1.7478  -0.971
C  4.9220  0.3496  -1.8109  -0.503
C  3.9398  -0.2924  -0.8120  0.463
C  3.4072  -1.6643  -1.2464  -0.224
C  2.3926  -1.6352  -2.3961  -1.265
C  1.0646  -0.9403  -2.0463  -0.313
C  -0.0320  -1.8918  -1.5118  -0.837
C  -0.5057  -1.5412  -0.0929  -0.222
C  -1.8199  -2.2429  0.2606  -0.673
C  -2.2838  -2.0959  1.7352  -0.602
C  -3.7581  -1.6407  1.8774  -0.802
C  -4.0423  -0.3343  2.6537  -0.217
C  -3.0179  0.7967  2.5311  -1.161
C  -2.7248  1.3119  1.1218  0.652
C  -3.9437  1.7990  0.3048  -1.065
P  -4.3714  0.5258  -0.9691  -0.003
I  -2.6985  1.0489  -2.7282  -0.283
P  -6.3245  1.0966  -1.6626  0.378
C  -6.4501  0.0319  -3.1571  -1.262
C  -6.2439  2.8588  -2.2587  -0.319
C  -6.0749  3.0407  -3.7760  -1.132
H  5.0682  2.4026  0.3645  -0.010
H  6.5654  1.7582  -0.3446  0.065
H  6.0778  3.4122  -0.6940  0.351
H  5.3535  2.2745  -2.6715  0.363
H  3.8769  2.2376  -1.6769  0.403
H  4.6495  0.0447  -2.8271  0.367
H  5.9371  0.0031  -1.5816  0.262
H  4.4476  -0.4286  0.1527  -0.171
H  3.1119  0.4046  -0.6284  0.348
H  4.2631  -2.2786  -1.5602  0.445
H  2.9685  -2.1559  -0.3709  -0.513
H  2.8433  -1.1433  -3.2656  0.405
H  2.1745  -2.6669  -2.7003  0.510
H  1.2442  -0.1646  -1.2928  0.268
H  0.6907  -0.4150  -2.9321  0.272
H  -0.9054  -1.8542  -2.1744  0.307
H  0.3506  -2.9207  -1.5017  0.387
H  -0.6263  -0.4512  -0.0413  0.171
H  0.2646  -1.8068  0.6447  0.106
H  -1.6788  -3.3092  0.0328  0.654
H  -2.6075  -1.8935  -0.4183  0.190
H  -2.1950  -3.0824  2.2037  0.415
H  -1.5953  -1.4466  2.2846  0.334
H  -4.3066  -2.4322  2.4026  0.496
H  -4.2127  -1.5899  0.8829  0.213
H  -5.0124  0.0461  2.2986  -0.200
H  -4.1959  -0.5547  3.7165  0.460
H  -3.3851  1.6433  3.1286  0.419
H  -2.0694  0.5018  2.9940  0.471
H  -2.0515  2.1710  1.2306  0.509
H  -2.1688  0.5725  0.5377  -0.986
H  -4.8283  2.0156  0.9118  0.437
H  -3.6459  2.7046  -0.2347  0.549
H  -7.4178  0.1856  -3.6391  0.406
H  -6.4072  -1.0017  -2.7976  0.413
H  -5.6369  0.1758  -3.8742  0.254
H  -7.1710  3.3383  -1.9270  0.383
H  -5.4104  3.3461  -1.7403  0.275
H  -5.7895  4.0733  -3.9992  0.363
H  -5.2908  2.3920  -4.1706  0.190
H  -7.0126  2.8334  -4.2999  0.345
Cl  3.5517  1.3233  2.4197  -0.147
C  5.2918  1.1082  2.6593  0.444
Cl  6.0607  2.5813  3.2713  -0.174
H  5.4400  0.3116  3.3780  0.269
H  5.7392  0.8689  1.7007  -0.473
Cl  3.0398  -3.6234  1.8351  -0.073
C  1.7151  -4.4670  2.6491  -0.421
Cl  1.1000  -3.5612  4.0354  -0.099
H  0.9098  -4.6046  1.9367  0.197
H  2.0859  -5.4212  3.0040  0.392
Cl  6.5385  -2.6033  2.6807  -0.142
C  7.6270  -2.2412  1.3352  -0.514
Cl  7.0020  -0.9519  0.2993  -0.064
H  8.5798  -1.9213  1.7394  0.343
H  7.7361  -3.1357  0.7341  0.313
Cl  10.1303  2.3407  -1.0828  -0.158
C  9.4703  3.8486  -0.4314  -0.347
Cl  8.4816  3.5761  1.0041  -0.072
H  10.2965  4.4973  -0.1667  0.341
H  8.8485  4.3022  -1.1946  0.240
Cl  -0.1715  -1.6835  6.2176  -0.063
C  -0.0329  -1.7556  7.9781  -0.329
Cl  -0.3220  -3.3824  8.6061  -0.160
H  0.9714  -1.4563  8.2523  0.284
H  -0.7698  -1.0873  8.4069  0.276
Cl  -0.3096  -0.6094  -6.2751  -0.144
C  -2.0757  -0.6225  -6.3557  0.075
Cl  -2.6915  -1.9964  -7.2843  -0.169
H  -2.4642  -0.6879  -5.3464  -0.069
H  -2.4044  0.2914  -6.8360  0.280
Cl  -9.2215  3.8464  1.0071  -0.163
C  -9.2623  2.1096  1.3433  -0.420
Cl  -7.6486  1.4408  1.5892  -0.050
H  -9.8466  1.9465  2.2405  0.336
H  -9.7068  1.6099  0.4903  0.267

---

[2]
Formula: CH7N3O
Source: the Open Molecules 2025 dataset
Level of theory: ωB97M-V/def2-TZVPD

**F_max**: 0.0239 hartree/bohr
**SMILES**: [H]/N=N/[H].CNO
**ΔE to the lowest compared entry with this formula, charge and spin**: 4.856 eV
**LUMO level**: 0.9 eV
**HOMO**: -9.091 eV

Last column: natural (NBO) charge in e.
Cartesian coordinates (Å):
H  2.2278  0.2973  1.3709  0.310
N  1.9648  0.2946  0.3674  -0.381
N  2.0158  -0.8773  -0.0602  -0.266
H  1.7772  -0.8923  -1.0643  0.313
C  -1.4648  0.7444  -0.5398  -0.432
N  -0.7484  0.1085  0.5466  -0.340
O  -0.4182  -1.2252  0.1682  -0.598
H  -2.4343  0.2548  -0.6417  0.200
H  -1.6109  1.7879  -0.2651  0.207
H  -0.9353  0.6863  -1.4979  0.173
H  0.1693  0.5832  0.6547  0.337
H  -0.5431  -1.7622  0.9611  0.477

---

[3]
Formula: C22H31N7
Source: the Open Molecules 2025 dataset
Level of theory: ωB97M-V/def2-TZVPD

**F_max**: 0.0002 hartree/bohr
**SMILES**: c1c/c(=N\C2CN(C3CCCCC3)C2)[nH]c(N2CCn3nc4c(c3C2)CCC4)n1
**ΔE to the lowest compared entry with this formula, charge and spin**: 0.001 eV
**LUMO level**: 0.6 eV
**HOMO**: -7.949 eV

Last column: natural (NBO) charge in e.
Cartesian coordinates (Å):
C  -3.0551  -1.1487  -0.7030  0.082
C  -2.4210  0.0063  -0.4053  -0.394
C  -0.9914  -0.0174  -0.1949  0.414
N  -0.1738  0.9127  0.1037  -0.523
C  -0.7241  2.2369  0.2688  -0.072
C  -1.4924  2.4746  1.5932  -0.236
N  -0.2745  3.0631  2.1711  -0.422
C  -0.4250  4.2396  2.9981  -0.035
C  -1.1997  3.9019  4.2668  -0.405
C  -1.3391  5.1212  5.1744  -0.395
C  0.0269  5.7097  5.5179  -0.396
C  0.8110  6.0426  4.2511  -0.395
C  0.9409  4.8192  3.3477  -0.405
C  0.3001  3.2384  0.8257  -0.215
N  -0.4465  -1.3041  -0.3330  -0.575
C  -1.1684  -2.4040  -0.6584  0.634
N  -0.5043  -3.6018  -0.7290  -0.410
C  -1.2785  -4.7886  -1.0792  -0.225
C  -1.4195  -4.9214  -2.5869  -0.224
N  -0.1047  -4.7731  -3.1821  -0.156
N  0.1186  -5.1110  -4.4688  -0.265
C  1.3572  -4.7091  -4.6798  0.145
C  1.9373  -4.1039  -3.5589  -0.145
C  0.9575  -4.1536  -2.5986  0.131
C  0.8831  -3.7058  -1.1679  -0.235
C  3.3500  -3.6884  -3.8362  -0.414
C  3.3907  -3.7573  -5.3899  -0.377
C  2.3048  -4.7717  -5.8362  -0.432
N  -2.4585  -2.3706  -0.8576  -0.590
H  -4.1287  -1.1518  -0.8527  0.198
H  -2.9646  0.9326  -0.3068  0.228
H  -1.2452  2.5695  -0.6333  0.183
H  -2.3043  3.2081  1.4730  0.170
H  -1.8733  1.5894  2.1061  0.198
H  -0.9955  5.0172  2.4453  0.149
H  -2.1852  3.5053  4.0085  0.207
H  -0.6610  3.1043  4.7895  0.204
H  -1.9414  5.8834  4.6675  0.192
H  -1.8783  4.8512  6.0850  0.208
H  -0.0878  6.6003  6.1399  0.206
H  0.5929  4.9810  6.1086  0.193
H  0.2935  6.8412  3.7079  0.192
H  1.8007  6.4279  4.5052  0.208
H  1.5197  4.0388  3.8531  0.204
H  1.4821  5.0765  2.4336  0.208
H  1.3477  2.9549  0.7244  0.203
H  0.1440  4.2523  0.4294  0.166
H  0.5274  -1.3642  -0.0823  0.419
H  -0.7419  -5.6496  -0.6735  0.201
H  -2.2569  -4.7268  -0.6147  0.252
H  -1.8134  -5.8993  -2.8604  0.222
H  -2.0900  -4.1505  -2.9695  0.219
H  1.4056  -2.7576  -1.0705  0.218
H  1.3986  -4.4197  -0.5186  0.215
H  3.6071  -2.6931  -3.4713  0.214
H  4.0639  -4.3897  -3.3945  0.206
H  3.1320  -2.7737  -5.7857  0.203
H  4.3807  -4.0113  -5.7668  0.209
H  2.7186  -5.7784  -5.9390  0.213
H  1.8511  -4.5038  -6.7895  0.225

---

[4]
Formula: C2H8N3O2
Source: the Open Molecules 2025 dataset
Level of theory: ωB97M-V/def2-TZVPD

**F_max**: 0.0889 hartree/bohr
**Charge**: +1
**ΔE to the lowest compared entry with this formula, charge and spin**: 9.533 eV
**LUMO level (spin up / spin down)**: -6.9 / -6.9 eV
**HOMO (spin up / spin down)**: -14.366 / -14.360 eV

Last column: natural (NBO) charge in e.
Cartesian coordinates (Å):
C  2.0352  -1.9883  1.0233  -0.319
C  -1.2718  2.7535  -1.7065  -0.291
N  -0.1603  -1.8055  1.6466  0.091
N  -0.7972  -0.1963  -0.0147  -0.384
N  -0.7966  0.9854  -0.2761  0.212
O  1.0379  -1.6154  2.0187  -0.130
O  -1.3593  1.3395  -1.3615  -0.321
H  3.0245  -1.6785  1.4104  0.252
H  1.7789  -1.5832  0.0065  0.245
H  2.1078  -3.1575  0.8729  0.254
H  -1.8130  3.2520  -0.8170  0.221
H  -1.6581  3.0357  -2.6662  0.235
H  -0.1664  3.0664  -1.9350  0.215
H  -1.1541  -0.9198  -0.5075  0.355
H  -0.8075  -1.4882  2.3061  0.366